No. 1
Here is a cluster of 7 separate species, C25H51F10I2N7O8S2 in total in a non-equilibrium geometry from the OMol25 dataset. Energies are from the ωB97M-V functional and the def2-TZVPD basis.

The value obtained for the HOMO energy is -8.17 eV.

Structure (XYZ):
```
105
C25H51F10I2N7O8S2, DFT the ωB97M-V functional and the def2-TZVPD basis
C -2.63460 0.71665 -1.43497
C -3.83481 0.02841 -0.77189
I -5.68423 0.89034 -1.50093
C -3.77304 -1.53918 -0.80298
I -5.66786 -2.47052 -1.32206
N -2.64374 -2.06495 -1.57843
C -2.22018 -3.39093 -1.05616
C -1.31086 -3.10047 0.14244
C -1.01534 -4.30123 1.02207
F -0.26921 -5.19663 0.34267
F -0.20426 -3.82145 2.01379
C -2.26501 -4.90688 1.76587
F -3.26405 -4.00254 1.69311
F -1.98687 -5.03052 3.07686
S -2.89566 -6.59058 1.15644
F -3.36227 -6.97953 2.62003
F -4.35727 -6.00395 0.91714
F -2.54635 -6.21595 -0.34161
F -1.48715 -7.23276 1.41122
F -3.41407 -7.98893 0.64359
S -2.83416 -2.18185 -3.23633
O -3.37182 -3.44094 -3.62769
O -1.57240 -1.86244 -3.81184
F -3.80522 -1.05167 -3.59696
H -2.80621 0.87238 -2.49391
H -2.49747 1.66785 -0.92712
H -1.71769 0.16356 -1.25637
H -3.81108 0.29096 0.27613
H -3.63194 -1.83731 0.22810
H -3.12564 -3.89943 -0.73171
H -1.67331 -3.93369 -1.81628
H -0.33498 -2.81251 -0.24710
H -1.65315 -2.26061 0.73955
C -1.73499 0.32096 3.54904
C -3.16074 0.41800 3.09421
O -3.58828 -0.25499 2.15623
N -3.97779 1.28338 3.73326
C -3.65737 2.16188 4.84212
H -1.22574 -0.41148 2.92953
H -1.22850 1.29160 3.41452
H -1.68322 -0.00464 4.59112
H -4.91770 1.29655 3.36875
H -4.29824 1.92357 5.69277
H -3.83916 3.19720 4.55063
H -2.61986 2.05491 5.13744
C -8.45819 -5.95931 -4.77478
C -7.27441 -5.04068 -4.57145
O -7.31192 -3.86305 -4.88815
N -6.15583 -5.57547 -4.01690
C -5.93358 -6.93928 -3.57973
H -9.26576 -5.38849 -5.22214
H -8.19750 -6.77996 -5.44429
H -8.80119 -6.36144 -3.82061
H -5.40130 -4.91046 -3.90757
H -5.69051 -6.94635 -2.51501
H -5.09020 -7.36545 -4.12653
H -6.81071 -7.55516 -3.74637
C 1.67525 3.13807 0.85485
C 1.08074 1.98947 1.61506
O 0.04627 2.08990 2.26770
N 1.72682 0.79625 1.55339
C 2.94414 0.48047 0.83301
H 1.04713 4.01261 0.99273
H 2.67942 3.36393 1.22370
H 1.70358 2.89085 -0.21579
H 1.28171 0.06419 2.08299
H 2.74414 -0.31950 0.11657
H 3.69550 0.13341 1.54452
H 3.32794 1.34651 0.30625
C 7.99189 2.85254 1.38604
C 6.76319 2.26723 2.03309
O 5.72150 2.90324 2.15695
N 6.83378 0.98973 2.48862
C 7.96262 0.07972 2.43785
H 7.78244 3.86620 1.08073
H 8.82134 2.87486 2.09242
H 8.27088 2.26791 0.50617
H 5.97843 0.66505 2.91088
H 7.68699 -0.81440 1.87582
H 8.23661 -0.22013 3.45064
H 8.81854 0.54587 1.96343
C 0.04613 3.52734 -4.14575
C 1.00628 2.96649 -3.12696
O 0.74627 2.95998 -1.93078
N 2.18078 2.46148 -3.58024
C 2.65758 2.38280 -4.94925
H -0.83728 3.88717 -3.62791
H 0.50022 4.36048 -4.68337
H -0.25475 2.75478 -4.85411
H 2.77429 2.10307 -2.84946
H 2.84224 1.34024 -5.21188
H 3.59452 2.93426 -5.04167
H 1.93330 2.79794 -5.64067
C 5.70874 5.83642 1.93171
C 7.09009 6.41759 2.11380
O 8.10587 5.76159 1.91719
N 7.18578 7.71314 2.51110
C 6.11253 8.64685 2.79366
H 5.79159 4.79800 1.61585
H 5.15964 5.86540 2.87347
H 5.16432 6.39520 1.16685
H 8.13565 8.03363 2.61285
H 6.19630 9.51165 2.13299
H 6.19023 8.99261 3.82597
H 5.14342 8.18340 2.64820
```



No. 2
Here is a cluster of 6 separate species, C36H80ClN5O8 in total in a non-equilibrium geometry from the OMol25 dataset. Energies are from the ωB97M-V functional and the def2-TZVPD basis.

The value obtained for the HOMO energy is -7.62 eV. For the relative energy (zero: lowest compared OMol25 entry of this formula, charge and spin), the calculation gives 23.7 kcal per mole.

Structure (XYZ):
```
130
C36H80ClN5O8, DFT the ωB97M-V functional and the def2-TZVPD basis
N 1.64900 -0.74408 -3.99461
H 1.86694 0.25737 -3.96750
H 2.11788 -1.29557 -3.25811
H 2.10916 -1.16166 -4.81378
H 0.66447 -0.96724 -4.12653
Cl 1.35111 -0.90194 -0.46227
O 1.65834 -1.38154 0.87064
O -0.09070 -0.67813 -0.51149
O 2.00569 0.36197 -0.64586
O 1.77218 -1.85140 -1.44134
C -4.21695 1.40070 -2.94982
C -4.09382 1.10839 -1.42142
C -5.26981 1.86232 -0.80729
C -5.54765 1.43647 0.65069
C -5.81112 -0.06287 0.66037
C -4.67079 -0.93554 0.05125
N -4.38870 -0.31469 -1.22929
O -3.50326 -1.12908 -2.01343
C -3.51325 -0.95104 1.06023
C -5.23425 -2.32399 -0.20931
C -2.67371 1.54073 -1.08903
H -5.23729 1.45533 -3.32986
H -3.64494 0.66275 -3.50711
H -3.80821 2.39941 -3.11175
H -5.19432 2.95726 -0.81177
H -6.19916 1.76216 -1.37569
H -6.39167 1.96071 1.09672
H -4.63594 1.73668 1.17382
H -6.71027 -0.39635 0.13678
H -6.00253 -0.35975 1.69760
H -3.67568 -1.63683 1.89313
H -2.48356 -1.14176 0.72703
H -3.36499 0.05609 1.46547
H -4.43332 -3.07158 -0.27283
H -5.66615 -2.83646 0.66768
H -6.01921 -2.34179 -0.95907
H -2.04202 0.81093 -1.60853
H -2.44887 1.59389 -0.02220
H -2.23868 2.43927 -1.52573
H -2.69224 -1.13032 -1.47153
C 1.90245 3.85256 -2.12011
C 1.37193 3.23891 -3.43576
C 0.82353 4.36991 -4.31400
C 1.92044 4.99492 -5.17903
C 2.67100 3.98538 -6.02899
C 3.28140 2.87228 -5.19982
N 2.46365 2.45276 -4.05740
O 3.02650 1.50097 -3.18149
C 3.49018 1.61659 -6.09238
C 4.68094 3.34262 -4.70121
C 0.27448 2.21150 -3.17333
H 1.42199 4.72390 -1.67406
H 2.97800 4.05141 -2.14573
H 1.78483 3.10422 -1.32661
H 0.09554 3.96112 -5.02192
H 0.41880 5.22476 -3.77913
H 2.67511 5.44687 -4.52111
H 1.56480 5.79196 -5.83310
H 3.49377 4.49841 -6.53547
H 2.03585 3.77994 -6.89971
H 2.55348 1.18764 -6.45129
H 4.10736 1.96318 -6.92381
H 4.02309 0.81055 -5.58314
H 4.49445 4.07863 -3.91029
H 5.28445 2.54397 -4.27400
H 5.22996 3.92659 -5.43783
H -0.61487 2.56392 -2.65161
H 0.53185 1.31453 -2.60597
H -0.06204 1.90169 -4.16979
H 3.69853 2.04845 -2.73833
C 0.82370 1.34340 5.57429
C 1.21581 0.91566 4.17053
C 0.02335 0.60732 3.27574
C -0.65483 1.86362 2.72667
C 0.33333 2.75700 1.96458
C 1.61227 3.07085 2.77299
N 2.08922 1.81308 3.40540
O 3.33688 2.04681 4.01729
C 2.61484 3.52097 1.73842
C 1.21813 4.15082 3.79586
C 1.94259 -0.43132 4.30122
H 1.66454 1.56089 6.24127
H 0.14758 0.65571 6.07835
H 0.31789 2.31627 5.56108
H 0.06411 -0.19068 2.53635
H -0.76180 0.23315 3.95243
H -1.09067 2.41657 3.56935
H -1.57250 1.69354 2.15561
H -0.21082 3.69900 1.82839
H 0.46890 2.34580 0.96135
H 3.02744 2.72973 1.11669
H 2.17872 4.22760 1.02348
H 3.37070 4.13838 2.23980
H 2.01326 4.10328 4.54934
H 1.24349 5.18481 3.44418
H 0.22732 3.98384 4.20445
H 2.26178 -0.74907 3.31005
H 1.19940 -1.15903 4.63867
H 2.70735 -0.32966 5.07143
H 3.17728 2.33586 4.93335
C -1.89273 -5.96916 0.70876
C -0.65662 -5.23264 1.26097
C -1.27188 -4.28329 2.33727
C -0.25698 -3.60483 3.24549
C 0.66556 -4.65744 3.85059
C 1.30098 -5.65447 2.87344
N 0.25602 -6.15279 1.95677
O 0.70392 -7.17577 1.08712
C 2.50399 -4.99987 2.09004
C 1.81710 -6.83199 3.69463
C -0.04553 -4.33717 0.17923
H -2.56775 -5.23127 0.28352
H -1.57699 -6.71534 -0.02133
H -2.33213 -6.50313 1.55148
H -2.04159 -3.63238 1.91980
H -1.87067 -4.95430 2.96804
H 0.33677 -2.86065 2.70760
H -0.78839 -3.08787 4.04689
H 0.19063 -5.18432 4.67985
H 1.49540 -4.11297 4.31606
H 3.46160 -5.11409 2.58953
H 2.22471 -3.94732 2.03252
H 2.53247 -5.38715 1.07147
H 1.09966 -7.40707 4.27954
H 2.59393 -6.50960 4.39192
H 2.29610 -7.53832 3.00963
H -0.57425 -3.38781 0.08880
H 1.02033 -4.15621 0.28861
H -0.16481 -4.80175 -0.80774
H 1.63861 -6.97220 0.91315
```



No. 3
Here is a cluster of 2 separate species, C3H10 in total in a non-equilibrium geometry from the OMol25 dataset. Energies are from the ωB97M-V functional and the def2-TZVPD basis.

The value obtained for the HOMO energy is -11.48 eV. Its structure (SMILES) is CC.C. For the relative energy (zero: lowest compared OMol25 entry of this formula, charge and spin), the calculation gives 4.7 kcal per mole.

Structure (XYZ):
```
13
C3H10, DFT the ωB97M-V functional and the def2-TZVPD basis
C -1.30843 3.65488 -1.82994
C -0.68516 3.03021 -0.59784
H -2.24640 3.14203 -2.07238
H -0.73270 3.55360 -2.75463
H -1.63834 4.67823 -1.64537
H -1.32380 3.03816 0.28668
H -0.27786 2.04945 -0.83440
H 0.25934 3.54515 -0.36315
C 1.58247 -5.31679 1.95279
H 1.14529 -4.32992 1.88908
H 0.90761 -6.11489 2.28887
H 2.38968 -5.23165 2.68888
H 1.92831 -5.69845 0.99141
```



No. 4
Here is a cluster of 2 separate species, C5H12N3O in total in a non-equilibrium geometry from the OMol25 dataset. Energies are from the ωB97M-V functional and the def2-TZVPD basis.

The value obtained for the HOMO energy (alpha / beta) is -14.55 / -14.58 eV. As for the net charge: +1. For the relative energy (zero: lowest compared OMol25 entry of this formula, charge and spin), the calculation gives 181.7 kcal per mole.

Structure (XYZ):
```
21
C5H12N3O, DFT the ωB97M-V functional and the def2-TZVPD basis
C -3.43720 1.18103 -0.19807
C 0.81402 0.55224 -1.25356
C 0.65661 0.79781 1.24343
C 1.30531 -1.42254 0.24376
C 0.45587 -0.15304 0.05831
N -2.36660 1.33220 0.33254
N -1.50026 -1.57545 0.04687
N -0.93046 -0.47484 0.00656
O -2.69781 -1.76481 0.03218
H -4.18150 1.97364 -0.01798
H -3.85869 0.40219 -0.83742
H 1.84170 0.89669 -1.20824
H 0.70932 -0.11622 -2.10362
H 0.16920 1.41402 -1.40116
H 0.42869 0.30356 2.18303
H 0.00668 1.65988 1.13537
H 1.68807 1.13471 1.26624
H 1.06233 -1.92779 1.17689
H 1.19394 -2.10429 -0.59814
H 2.34946 -1.12568 0.29103
H -0.87679 -2.42804 0.07631
```